(1)
{"formula": "C3H2F2O", "method": "ωB97M-V/def2-TZVPD", "species": ["C", "C", "C", "O", "F", "F", "H", "H"], "positions_angstrom": [[-0.530, 0.585, 0.043], [-0.947, -0.688, -0.026], [0.934, 0.311, 0.015], [0.121, -1.482, -0.073], [1.660, 0.492, -1.049], [1.689, 0.351, 1.074], [-0.991, 1.554, 0.071], [-1.934, -1.124, -0.054]], "charge": 0, "homo_energy_ev": -9.08, "orbital_gap_ev": 9.59, "smiles": "O=CC=C(F)F"}

(2)
{"formula": "C3H2F2O", "method": "ωB97M-V/def2-TZVPD", "species": ["C", "C", "C", "O", "F", "F", "H", "H"], "positions_angstrom": [[-1.292, 0.327, 0.239], [1.215, 0.488, 1.143], [-0.114, -0.241, -0.540], [0.957, -0.462, 0.261], [-2.357, 0.291, -0.526], [2.275, 0.141, 1.841], [-0.642, -1.135, -1.123], [-0.041, 0.591, -1.295]], "charge": 0, "homo_energy_ev": -9.16, "orbital_gap_ev": 8.87}

Relative energies in kcal/mol: (1) 0.0; (2) 74.3

(1)
{"formula": "CH2N3O3", "method": "ωB97M-V/def2-TZVPD", "species": ["C", "N", "N", "N", "O", "O", "O", "H", "H"], "positions_angstrom": [[1.788, -1.159, -0.918], [0.161, 1.216, 0.131], [0.449, -1.562, 0.925], [-0.205, 0.787, 1.184], [-0.884, 1.299, 2.033], [1.971, -0.712, -2.053], [0.599, -1.302, -0.417], [2.746, -1.437, -0.340], [-0.327, 2.069, -0.270]], "charge": -1, "homo_energy_ev": [-3.04, -3.53], "orbital_gap_ev": [6.58, 7.75]}

(2)
{"formula": "CH2N3O3", "method": "ωB97M-V/def2-TZVPD", "species": ["C", "N", "N", "N", "O", "O", "O", "H", "H"], "positions_angstrom": [[0.456, 0.366, -0.027], [-0.072, 1.897, -0.496], [-0.727, -0.221, -0.660], [1.503, -0.269, 0.457], [2.612, 0.276, 0.874], [-1.269, 1.051, -0.874], [-1.608, -1.093, 0.090], [1.581, -1.343, 0.282], [-2.476, -0.665, 0.353]], "charge": -1, "homo_energy_ev": [-2.42, -2.42], "orbital_gap_ev": [6.26, 6.26], "smiles": "[O-]Nc1non1O"}

(3)
{"formula": "CH2N3O3", "method": "ωB97M-V/def2-TZVPD", "species": ["C", "N", "N", "N", "O", "O", "O", "H", "H"], "positions_angstrom": [[-0.701, -0.399, -1.110], [0.918, 0.720, 1.502], [-0.074, 1.411, 1.410], [1.832, 0.073, 1.768], [-0.888, -0.993, -2.190], [-1.313, 0.545, -0.702], [0.342, -0.926, -0.414], [0.762, -1.539, -1.139], [-0.878, 1.109, 0.876]], "charge": -1, "homo_energy_ev": -4.36, "orbital_gap_ev": 8.68}

Relative energies in kcal/mol: (1) 150.6; (2) 200.4; (3) 0.0